Entry 1:
39
Properties=species:S:1:pos:R:3:nbo_charge:R:1 method="wB97M-V/def2-TZVPD" homo_lumo_gap_ev=9.85 total_charge=0 max_force_ev_per_a=5.7 total_energy_ha=-993.57538 lumo_ha=-0.002 e_above_lowest_kj_mol=519.5
H -0.7366 0.0135 0.7737 0.4907
H 0.1849 0.8370 -0.2108 0.4552
H 2.0706 -0.4184 1.3743 0.4987
H 1.4832 -1.4859 2.3240 0.4588
H 3.8145 0.6673 -0.2035 0.5076
H 2.8854 0.9287 -1.4046 0.4755
H -3.3399 0.0023 2.4885 0.4741
H -1.9574 -0.6025 2.8243 0.4778
H -1.0734 -2.2627 -1.7065 0.4952
H -0.5536 -2.9657 -0.3806 0.4610
H -2.9369 0.7826 -0.4845 0.4842
H -1.7398 1.6846 0.0980 0.4768
H -1.4920 2.4206 -4.5082 0.4670
H -2.4471 1.5029 -3.7587 0.4794
H 3.4136 -1.4268 1.7805 0.4772
H 4.8657 -1.4371 2.0450 0.4636
H -0.7221 -0.0826 -2.6910 0.5093
H -1.6907 -0.4334 -1.4309 0.4918
H -2.8297 2.2611 1.7638 0.4848
H -2.7972 3.6223 2.6817 0.4757
H 3.4762 2.6519 0.7703 0.4940
H 4.6492 3.3469 1.6806 0.4721
H -1.4660 -3.8680 2.2337 0.4762
H -2.2185 -4.6762 3.3121 0.4691
H 0.8327 -1.1605 -4.7405 0.4894
H 0.9584 0.4122 -4.9956 0.4782
O -0.0429 -0.0305 0.1533 -0.9490
O 1.5842 -1.2684 1.4638 -0.9293
O 2.9812 1.2359 -0.4837 -0.9779
O -2.4965 -0.0500 2.1723 -0.9517
O -0.6154 -3.0088 -1.3068 -0.9843
O -2.2424 0.8106 0.1375 -0.9469
O -2.1712 2.4103 -3.8251 -0.9462
O 4.1574 -0.7796 2.0463 -0.9685
O -1.4552 -0.6803 -2.2948 -0.9855
O -3.1458 2.6799 2.5754 -0.9650
O 4.3507 2.5174 1.1865 -0.9711
O -1.9656 -3.8309 3.0732 -0.9450
O 0.4279 -0.3197 -4.5332 -0.9625

Entry 2:
21
Properties=species:S:1:pos:R:3:nbo_charge:R:1 method="wB97M-V/def2-TZVPD" homo_lumo_gap_ev="7.06 / 7.05" total_charge=+1 max_force_ev_per_a=8.1 total_energy_ha=-908.98015 lumo_ha="-0.174 / -0.174" smiles="CSC1=C([N+](=O)[O-])NC[N@H+]1C" e_above_lowest_kj_mol=612.4
C -1.2006 -2.7237 0.3657 -0.7618
S 0.3849 -2.1377 -0.3141 0.4582
C 0.3602 -0.4730 0.1100 -0.1745
C 1.6124 0.4321 -0.0225 0.2838
N 2.9005 -0.1097 -0.1302 0.4778
O 2.8785 -1.2585 -0.5056 -0.3262
O 3.8815 0.5533 0.1753 -0.3524
N 1.3027 1.7100 0.0470 -0.5988
C -0.0743 1.8419 0.5652 -0.0226
N -0.7539 0.5320 0.2467 -0.3788
C -1.5751 0.7070 -0.9988 -0.4594
H -1.1363 -3.6900 0.8112 0.2625
H -1.7496 -3.0235 -0.4933 0.2463
H -1.5083 -2.0290 1.0930 0.2102
H 2.1063 2.3302 0.2760 0.4643
H -0.1555 2.0801 1.6723 0.2373
H -0.6811 2.5675 0.1093 0.2256
H -1.3428 0.2176 0.9621 0.4375
H -1.9854 -0.2512 -1.5380 0.2801
H -2.4266 1.3990 -0.7034 0.2396
H -0.8375 1.3254 -1.7279 0.2515